Arrangement P

Computed, not measured: 11 unconnected molecules or ions with the total composition C44H82O22, with the ωB97M-V functional and the def2-TZVPD basis.

As for the SMILES: CCOC(C)=O.CCOC(C)=O.CCOC(C)=O.CCOC(C)=O.CCOC(C)=O.CCOC(C)=O.CCOC(C)=O.CCOC(C)=O.O=C1CCCO1.O=C1CCCO1.O=C1CCCO1. The calculation puts the HOMO energy at -9.988 eV. As for the lowest unoccupied orbital energy: 0.18 eV.

```
! RIJCOSX wB97M-V def2-TZVPD def2/J DEFGRID3
* xyz 0 1
O 0.950 -7.448 -5.045
C 0.481 -6.474 -4.511
O -0.227 -6.355 -3.382
C -0.276 -7.526 -2.578
C -1.194 -8.613 -3.136
C 0.627 -5.159 -5.179
H -0.745 -7.220 -1.643
H 0.632 -8.053 -2.286
H -0.808 -9.124 -4.018
H -2.193 -8.217 -3.322
H -1.275 -9.382 -2.367
H 0.508 -5.151 -6.262
H 1.618 -4.771 -4.943
H -0.233 -4.568 -4.863
O 0.583 0.926 -1.047
C -0.390 1.563 -0.720
O -0.605 2.846 -1.020
C 0.242 3.653 -1.847
C -0.143 3.223 -3.328
C -1.513 1.019 0.097
H 1.282 3.405 -1.637
H -0.027 4.694 -1.666
H 0.489 3.756 -4.037
H -1.160 3.445 -3.652
H 0.182 2.197 -3.500
H -2.361 0.763 -0.539
H -1.890 1.557 0.967
H -1.333 0.011 0.470
O 9.894 -7.779 0.973
C 10.133 -7.727 -0.234
O 9.663 -6.868 -1.179
C 8.840 -5.729 -0.790
C 7.347 -6.180 -0.744
C 10.865 -8.894 -0.902
H 9.028 -5.039 -1.613
H 9.152 -5.344 0.180
H 6.819 -5.297 -0.384
H 7.225 -6.976 -0.009
H 6.978 -6.489 -1.722
H 10.137 -9.494 -1.449
H 11.390 -9.550 -0.207
H 11.656 -8.522 -1.553
O -7.615 -5.416 -0.895
C -7.265 -4.237 -0.744
O -6.929 -3.334 -1.694
C -6.817 -3.762 -3.031
C -6.700 -2.545 -3.949
C -7.320 -3.539 0.650
H -7.688 -4.317 -3.380
H -5.958 -4.422 -3.148
H -7.525 -1.841 -3.837
H -6.701 -2.763 -5.017
H -5.745 -2.056 -3.758
H -8.025 -2.722 0.807
H -6.336 -3.233 1.006
H -7.633 -4.354 1.302
O 5.350 2.377 10.623
C 5.275 3.238 9.762
O 4.502 3.192 8.736
C 3.716 2.019 8.472
C 2.620 2.315 7.476
C 5.991 4.545 9.828
H 3.308 1.519 9.351
H 4.481 1.328 8.117
H 2.933 2.732 6.519
H 1.786 2.954 7.766
H 2.187 1.332 7.291
H 5.800 5.061 10.769
H 5.658 5.175 9.003
H 7.074 4.424 9.796
O -4.158 8.345 -7.578
C -3.686 8.669 -6.478
O -4.215 8.530 -5.277
C -5.592 8.204 -5.109
C -5.751 6.672 -4.957
C -2.258 9.125 -6.279
H -6.129 8.603 -5.970
H -5.918 8.707 -4.199
H -5.417 6.099 -5.822
H -6.809 6.417 -4.896
H -5.234 6.320 -4.064
H -1.683 8.558 -7.011
H -1.958 8.785 -5.288
H -2.126 10.207 -6.287
O 6.896 2.399 0.466
C 6.813 3.380 -0.262
O 6.482 4.609 0.170
C 5.963 4.801 1.482
C 5.722 6.277 1.682
C 7.269 3.323 -1.723
H 6.512 4.438 2.351
H 4.970 4.360 1.560
H 5.104 6.637 0.859
H 6.584 6.943 1.722
H 5.204 6.554 2.601
H 8.247 3.730 -1.984
H 6.494 3.849 -2.280
H 7.396 2.306 -2.092
O -0.839 0.022 -12.688
C -1.959 -0.364 -12.323
O -2.649 -1.430 -12.884
C -2.185 -2.166 -14.017
C -1.043 -3.069 -13.517
C -2.671 0.263 -11.166
H -1.890 -1.524 -14.847
H -3.033 -2.788 -14.300
H -0.758 -3.834 -14.240
H -1.492 -3.662 -12.719
H -0.186 -2.541 -13.100
H -3.704 -0.084 -11.208
H -2.636 1.352 -11.162
H -2.252 -0.205 -10.275
O -6.344 5.301 3.646
C -5.713 6.343 3.882
O -4.683 6.263 4.656
C -3.962 7.471 4.758
C -4.868 8.520 4.202
C -5.944 7.805 3.466
H -3.095 7.529 4.099
H -3.619 7.705 5.765
H -4.303 9.193 3.557
H -5.255 9.183 4.975
H -5.780 7.906 2.393
H -6.947 8.118 3.757
O -4.191 -1.755 8.044
C -4.901 -1.197 8.870
O -5.414 -1.884 9.873
C -6.297 -1.032 10.674
C -5.854 0.444 10.400
C -5.396 0.244 8.933
H -6.090 -1.321 11.705
H -7.337 -1.229 10.416
H -4.983 0.770 10.969
H -6.762 1.047 10.427
H -4.542 0.835 8.602
H -6.253 0.315 8.263
O 5.477 -4.832 7.714
C 4.625 -5.445 7.048
O 3.371 -5.649 7.474
C 2.576 -6.456 6.612
C 3.273 -6.113 5.344
C 4.702 -5.941 5.687
H 1.540 -6.119 6.607
H 2.663 -7.496 6.925
H 2.694 -5.295 4.915
H 3.031 -6.835 4.564
H 5.072 -5.147 5.039
H 5.310 -6.845 5.653
*
```

Mulliken atomic charge list, values in e, 2 entries:
1 O -0.54
2 C 0.70

***

Arrangement Q

Computed, not measured: 11 unconnected molecules or ions with the total composition C44H82O22, with the ωB97M-V functional and the def2-TZVPD basis.

As for the SMILES: CCOC(C)=O.CCOC(C)=O.CCOC(C)=O.CCOC(C)=O.CCOC(C)=O.CCOC(C)=O.CCOC(C)=O.CCOC(C)=O.O=C1CCCO1.O=C1CCCO1.O=C1CCCO1. The calculation puts the HOMO energy at -9.954 eV. As for the lowest unoccupied orbital energy: -0.18 eV.

```
! RIJCOSX wB97M-V def2-TZVPD def2/J DEFGRID3
* xyz 0 1
O -4.251 8.100 -1.208
C -4.675 7.136 -0.605
O -4.216 5.994 -0.384
C -2.849 5.670 -0.577
C -2.591 4.193 -1.041
C -6.082 7.162 -0.024
H -2.262 5.836 0.326
H -2.426 6.283 -1.373
H -1.544 3.922 -0.911
H -2.638 3.986 -2.111
H -3.201 3.521 -0.437
H -5.781 7.650 0.903
H -6.450 6.182 0.281
H -6.778 7.692 -0.674
O 2.161 -9.951 4.845
C 1.737 -9.529 3.794
O 2.054 -8.367 3.148
C 3.038 -7.578 3.794
C 2.827 -6.129 3.374
C 0.695 -10.289 2.987
H 4.020 -7.918 3.466
H 2.971 -7.600 4.882
H 2.364 -5.967 2.400
H 3.709 -5.532 3.604
H 2.138 -5.731 4.118
H 0.238 -9.629 2.249
H -0.011 -10.734 3.688
H 1.070 -11.130 2.403
O 6.328 8.659 4.013
C 5.234 9.145 4.279
O 4.074 8.697 3.845
C 4.099 7.422 3.138
C 2.698 7.195 2.662
C 5.183 10.482 4.931
H 4.347 6.578 3.782
H 4.819 7.344 2.324
H 2.314 6.182 2.785
H 2.571 7.416 1.602
H 1.955 7.875 3.078
H 4.112 10.644 5.057
H 5.553 11.105 4.117
H 5.768 10.752 5.810
O 5.216 3.994 -2.529
C 4.772 4.346 -3.633
O 5.214 4.002 -4.896
C 6.121 2.938 -5.003
C 6.219 2.362 -6.450
C 3.585 5.341 -3.662
H 5.965 2.068 -4.364
H 7.086 3.415 -4.833
H 6.970 1.574 -6.412
H 6.657 3.079 -7.145
H 5.252 2.015 -6.816
H 4.013 6.305 -3.386
H 2.775 5.067 -2.985
H 3.244 5.412 -4.694
O 3.000 -6.521 -1.654
C 2.368 -7.512 -2.020
O 2.846 -8.802 -1.947
C 4.045 -9.210 -1.247
C 4.922 -9.993 -2.274
C 0.834 -7.521 -2.292
H 3.865 -9.762 -0.324
H 4.580 -8.298 -0.981
H 5.972 -10.064 -1.989
H 5.151 -9.557 -3.246
H 4.624 -11.028 -2.446
H 0.791 -7.681 -3.370
H 0.235 -6.637 -2.074
H 0.379 -8.420 -1.879
O -6.697 1.252 5.379
C -6.517 1.777 4.287
O -7.439 2.237 3.457
C -8.774 2.183 3.840
C -9.462 3.347 3.151
C -5.112 1.996 3.726
H -8.941 2.167 4.917
H -9.227 1.269 3.458
H -8.886 4.265 3.272
H -10.368 3.439 3.750
H -9.639 3.125 2.098
H -5.165 2.192 2.655
H -4.470 1.132 3.895
H -4.834 2.956 4.161
O -1.912 3.846 -8.930
C -2.187 2.702 -8.543
O -1.547 2.000 -7.671
C -0.456 2.451 -6.874
C 0.541 1.337 -6.514
C -3.325 1.936 -9.225
H -0.954 2.791 -5.966
H 0.093 3.232 -7.401
H 0.691 0.782 -7.440
H 0.147 0.538 -5.885
H 1.527 1.654 -6.174
H -4.115 2.684 -9.294
H -3.680 1.172 -8.534
H -3.091 1.606 -10.237
O -5.652 0.666 -3.343
C -6.486 -0.242 -3.323
O -6.344 -1.317 -2.563
C -5.415 -1.255 -1.510
C -5.575 -2.434 -0.653
C -7.629 -0.235 -4.360
H -5.640 -0.316 -1.004
H -4.423 -0.991 -1.876
H -5.257 -2.236 0.371
H -4.915 -3.276 -0.863
H -6.612 -2.768 -0.618
H -7.826 -1.178 -4.868
H -7.441 0.604 -5.030
H -8.577 0.096 -3.936
O -0.268 -1.437 1.884
C 0.596 -0.748 1.400
O 1.040 0.465 1.812
C 2.273 0.738 1.161
C 2.800 -0.532 0.539
C 1.432 -1.178 0.249
H 2.850 0.934 2.065
H 2.268 1.549 0.433
H 3.382 -1.101 1.264
H 3.412 -0.136 -0.271
H 1.470 -2.268 0.256
H 1.085 -0.884 -0.742
O -3.502 -7.512 1.663
C -4.427 -7.313 2.398
O -5.665 -7.738 2.446
C -6.444 -7.390 3.623
C -5.399 -6.912 4.617
C -4.213 -6.635 3.714
H -6.827 -8.347 3.977
H -7.207 -6.652 3.374
H -5.295 -7.698 5.366
H -5.577 -5.955 5.108
H -3.388 -6.829 4.399
H -3.823 -5.625 3.594
O 7.582 -0.016 4.540
C 7.937 0.905 3.800
O 8.783 0.621 2.826
C 9.370 1.742 2.291
C 8.860 2.908 3.216
C 7.514 2.279 3.649
H 9.114 2.040 1.274
H 10.449 1.667 2.422
H 8.836 3.770 2.549
H 9.528 3.186 4.031
H 6.790 2.566 2.887
H 7.226 2.700 4.612
*
```

Mulliken atomic charge list, values in e, 2 entries:
1 O -0.60
2 C 0.75

***

So which one is most stable? That would be arrangement P, about 54.3 kcal/mol below the next structure.

***

Arrangement P

Computed, not measured: 2 unconnected molecules or ions with the total composition C10H22N3O2, with the ωB97M-V functional and the def2-TZVPD basis.

The calculation puts the HOMO energy at -11.654 eV. As for the lowest unoccupied orbital energy: -3.23 eV.

```
! RIJCOSX wB97M-V def2-TZVPD def2/J DEFGRID3
* xyz 1 1
C 0.714 0.392 1.543
C 0.513 0.565 0.054
N -0.654 1.386 -0.318
N -1.852 0.837 0.243
C -2.543 0.045 -0.747
C -3.699 -0.687 -0.093
N -4.547 0.248 0.716
C -3.725 1.065 1.668
C -2.713 1.817 0.841
H -0.106 -0.137 2.009
H 1.603 -0.197 1.734
H 0.868 1.358 2.012
H 0.418 -0.402 -0.426
H 1.384 1.074 -0.344
H -0.496 2.304 0.085
H -2.905 0.633 -1.598
H -1.852 -0.707 -1.097
H -4.334 -1.132 -0.849
H -3.353 -1.476 0.562
H -5.085 0.848 0.086
H -5.236 -0.284 1.254
H -4.350 1.701 2.279
H -3.167 0.357 2.264
H -3.234 2.448 0.104
H -2.163 2.478 1.496
O 4.038 0.559 0.805
C 4.119 -0.321 -0.003
O 3.887 -1.619 0.309
C 4.159 -2.460 -0.829
C 4.034 -1.545 -2.040
C 4.493 -0.204 -1.468
H 5.164 -2.871 -0.719
H 3.444 -3.279 -0.835
H 4.613 -1.888 -2.895
H 2.989 -1.477 -2.346
H 5.574 -0.078 -1.534
H 3.999 0.649 -1.922
*
```

Mulliken atomic charge list, values in e, 2 entries:
1 C -1.08
2 C -0.32

***

Arrangement Q

Computed, not measured: 2 unconnected molecules or ions with the total composition C10H22N3O2, with the ωB97M-V functional and the def2-TZVPD basis.

The calculation puts the HOMO energy at -11.859 eV. As for the lowest unoccupied orbital energy: -2.75 eV.

```
! RIJCOSX wB97M-V def2-TZVPD def2/J DEFGRID3
* xyz 1 1
C 2.962 -1.337 0.357
C -3.437 -1.092 0.163
C -3.805 1.191 0.705
C -4.790 -1.164 -0.532
C -5.185 1.146 -0.040
C 4.415 -0.838 0.491
C 3.470 1.043 -0.363
C 0.742 -0.423 0.416
C 5.360 -1.425 -0.560
C 2.916 2.452 -0.341
N 1.990 -0.264 0.195
N -0.191 0.492 0.210
N -2.904 0.209 0.171
O -5.624 -0.149 -0.087
O 4.317 0.610 0.460
H 2.811 -1.973 -0.562
H 2.500 -1.873 1.319
H -3.514 -1.509 1.199
H -2.793 -1.830 -0.307
H -3.321 2.211 0.730
H -4.150 0.932 1.776
H -4.672 -1.091 -1.727
H -5.298 -2.098 -0.333
H -5.925 1.607 0.634
H -5.264 1.661 -1.117
H 4.769 -1.045 1.428
H 3.285 0.469 -1.269
H 0.507 -1.485 0.831
H 6.387 -1.377 -0.248
H 4.914 -0.966 -1.518
H 5.176 -2.537 -0.609
H 3.685 3.096 -0.858
H 2.734 2.705 0.635
H 1.904 2.386 -0.747
H -1.273 0.302 0.295
H 0.235 1.384 0.020
H -2.933 0.581 -0.816
*
```

Mulliken atomic charge list, values in e, 2 entries:
1 C -0.58
2 C -0.65

***

So which one is most stable? That would be arrangement P, about 60.9 kcal/mol below the next structure.

***

Arrangement P

Computed, not measured: 2 unconnected molecules or ions with the total composition H6N3OP, with the ωB97M-V functional and the def2-TZVPD basis.

The calculation puts the HOMO energy at -10.074 eV. As for the lowest unoccupied orbital energy: 0.57 eV.

```
! RIJCOSX wB97M-V def2-TZVPD def2/J DEFGRID3
* xyz 0 1
N -2.175 0.008 -0.038
N 1.169 1.433 0.119
N 0.680 -1.109 -0.052
O 3.220 -0.415 -0.098
P 1.835 0.038 -0.014
H -2.679 -0.392 0.746
H -2.855 0.291 -0.729
H -1.703 0.840 0.295
H 1.855 2.174 0.144
H -0.290 -0.809 -0.113
H 0.943 -2.058 -0.260
*
```

Mulliken atomic charge list, values in e, 2 entries:
1 N -0.80
2 N -0.60

***

Arrangement Q

Computed, not measured: H6N3OP in the gas phase, with the ωB97M-V functional and the def2-TZVPD basis.

As for the SMILES: NP(N)(N)=O. The calculation puts the HOMO energy at -9.694 eV. As for the lowest unoccupied orbital energy: 0.78 eV.

```
! RIJCOSX wB97M-V def2-TZVPD def2/J DEFGRID3
* xyz 0 1
O 1.891 1.234 1.256
N 1.062 -0.947 0.285
N -0.593 0.433 1.460
N 0.515 1.572 -0.685
P 0.778 0.608 0.620
H 1.914 -1.228 0.691
H 0.296 -1.374 0.763
H -1.398 0.280 0.837
H -0.727 1.294 1.946
H 1.459 1.466 -1.140
H 0.624 2.484 -0.211
*
```

Mulliken atomic charge list, values in e, 2 entries:
1 O -0.67
2 N -0.65

***

So which one is most stable? That would be arrangement Q, about 8.0 kcal/mol below the next structure.